*one*
The following is a DFT calculation (the ωB97M-V functional and the def2-TZVPD basis) of an isolated ion of composition C3H7IN3 and charge +1.

Each line ends with the natural charge from an NBO analysis.
Positions of all 14 atoms, in Å:
1 C 1.168 -1.141 0.368  -0.47
2 N -0.094 -0.458 0.639  -0.27
3 N 0.306 0.763 1.219  -0.28
4 C 0.116 1.626 0.318  0.28
5 N -0.472 1.239 -0.829  -0.65
6 C -0.905 -0.062 -0.678  -0.03
7 I -2.982 -0.310 -0.069  0.18
8 H 1.880 -0.442 -0.131  0.25
9 H 1.778 -1.746 1.153  0.29
10 H 0.972 -2.023 -0.261  0.23
11 H -0.747 -1.122 0.984  0.46
12 H 0.499 2.648 0.413  0.26
13 H -0.840 1.907 -1.524  0.47
14 H -0.680 -0.880 -1.600  0.29

Computed properties:
Net charge: +1
Highest occupied orbital energy (Eh): -0.520
SMILES: C[N@H+]1N=CN[C@@H]1I
LUMO level (eV): -4.2
Molar mass (u): 212.01



*two*
The following is a DFT calculation (the ωB97M-V functional and the def2-TZVPD basis) of C3H7IN3 as an isolated structure.

Each line ends with the natural charge from an NBO analysis.
Positions of all 14 atoms, in Å:
1 C -0.391 1.771 1.216  0.15
2 C 0.797 0.180 -0.135  -0.12
3 C 0.285 -1.751 -1.457  -0.43
4 N 0.679 1.304 0.567  -0.17
5 N -1.328 1.112 1.775  -0.55
6 N -0.130 -0.845 -0.388  -0.52
7 I -2.748 1.902 2.858  0.58
8 H -0.354 2.909 1.225  0.21
9 H 1.482 0.289 -1.048  0.32
10 H 1.618 -0.098 0.614  0.42
11 H -0.670 -1.899 -2.093  0.25
12 H 1.228 -1.308 -1.949  0.21
13 H 0.640 -2.818 -1.076  0.24
14 H -1.110 -0.746 -0.109  0.44

Computed properties:
Net charge: +1
Highest occupied orbital energy (spin up / spin down) (Eh): -0.496 / -0.496
LUMO level (spin up / spin down) (eV): -7.5 / -7.5
Molar mass (u): 212.01



*three*
The following is a DFT calculation (the ωB97M-V functional and the def2-TZVPD basis) of an isolated ion of composition C3H7IN3 and charge +1.

Each line ends with the natural charge from an NBO analysis.
Positions of all 14 atoms, in Å:
1 C -0.474 -1.564 -0.300  -0.42
2 N 0.108 -0.328 0.267  -0.25
3 C -0.966 0.657 0.378  -0.09
4 N -0.394 1.835 0.000  -0.39
5 C 0.778 1.795 -0.304  0.30
6 N 1.187 0.299 -0.430  -0.50
7 I 3.042 -0.387 0.028  0.44
8 H -0.948 -1.358 -1.253  0.24
9 H 0.251 -2.330 -0.490  0.25
10 H -1.257 -1.934 0.318  0.24
11 H 0.317 -0.373 1.337  0.43
12 H -1.312 0.623 1.459  0.24
13 H -1.795 0.500 -0.445  0.25
14 H 1.463 2.565 -0.565  0.25

Computed properties:
Net charge: +1
Highest occupied orbital energy (Eh): -0.503
SMILES: C[N@@H+]1CN=CN1I
LUMO level (eV): -4.6
Molar mass (u): 212.01



Most stable: *one* (next structure +0.832 eV)



*one*
The following is a DFT calculation (the ωB97M-V functional and the def2-TZVPD basis) of one molecule with the formula C4H10OS2.

Each line ends with the natural charge from an NBO analysis.
Positions of all 17 atoms, in Å:
1 C 2.162 1.456 0.856  -0.76
2 S 1.614 1.372 -0.901  0.06
3 S -0.394 1.826 -0.839  0.09
4 C -1.071 0.626 0.398  -0.54
5 C -0.479 -0.771 0.435  -0.45
6 C -0.676 -1.582 -0.817  -0.07
7 O -2.051 -1.318 -1.292  -0.75
8 H 3.004 0.785 1.041  0.23
9 H 1.448 1.273 1.638  0.23
10 H 2.578 2.478 0.946  0.22
11 H -2.009 0.428 -0.132  0.26
12 H -1.223 1.075 1.373  0.22
13 H 0.586 -0.565 0.539  0.22
14 H -0.813 -1.376 1.290  0.22
15 H -0.568 -2.662 -0.732  0.18
16 H 0.019 -1.322 -1.643  0.17
17 H -2.128 -1.725 -2.158  0.47

Computed properties:
Highest occupied orbital energy (Eh): -0.300
SMILES: CSSCCCO
LUMO level (eV): 0.8
Molar mass (u): 138.26



*two*
The following is a DFT calculation (the ωB97M-V functional and the def2-TZVPD basis) of a 3-piece molecular cluster, C4H10OS2 overall.

Each line ends with the natural charge from an NBO analysis.
Positions of all 17 atoms, in Å:
1 C 2.350 -0.193 -0.408  -0.29
2 C 2.652 -1.202 0.500  -0.21
3 O 5.131 1.069 0.176  -0.94
4 C 2.992 0.110 -1.597  -0.33
5 S -1.326 0.061 0.393  -0.33
6 S -3.326 -0.498 0.522  0.19
7 C -3.994 0.873 -0.439  -0.77
8 H 3.797 -0.512 -1.978  0.21
9 H 1.484 0.423 -0.171  0.23
10 H 2.123 -1.324 1.431  0.22
11 H 3.503 -1.810 0.255  0.18
12 H 4.358 0.817 -0.354  0.47
13 H 5.428 0.280 0.648  0.46
14 H 2.416 0.727 -2.277  0.22
15 H -3.750 0.876 -1.499  0.23
16 H -3.652 1.770 0.065  0.23
17 H -5.104 0.926 -0.440  0.22

Computed properties:
Highest occupied orbital energy (Eh): -0.242
LUMO level (eV): -3.7
Molar mass (u): 138.26



*three*
The following is a DFT calculation (the ωB97M-V functional and the def2-TZVPD basis) of a 2-piece molecular cluster, C4H10OS2 overall.

Each line ends with the natural charge from an NBO analysis.
Positions of all 17 atoms, in Å:
1 C 0.467 1.683 1.110  -0.70
2 C 1.110 -2.123 -0.279  -0.27
3 C -0.136 -0.528 -1.600  -0.03
4 C -0.594 1.033 0.286  -0.35
5 O -0.115 -1.687 -0.924  -0.50
6 S -1.714 2.211 -0.528  -0.02
7 S -1.470 -0.377 0.972  0.01
8 H 1.299 0.936 1.139  0.23
9 H 0.709 2.608 0.598  0.23
10 H 0.010 1.882 2.204  0.21
11 H 1.375 -1.395 0.502  0.19
12 H 1.950 -2.247 -1.076  0.19
13 H 0.942 -3.206 0.126  0.21
14 H -1.103 -0.202 -1.891  0.18
15 H 0.702 0.167 -1.595  0.19
16 H -2.419 1.335 -1.258  0.12
17 H -1.012 -0.089 2.217  0.11

Computed properties:
Highest occupied orbital energy (spin up / spin down) (Eh): -0.261 / -0.265
LUMO level (spin up / spin down) (eV): 0.2 / 0.6
Molar mass (u): 138.26



*four*
The following is a DFT calculation (the ωB97M-V functional and the def2-TZVPD basis) of one molecule with the formula C4H10OS2.

Each line ends with the natural charge from an NBO analysis.
Positions of all 17 atoms, in Å:
1 C 0.062 -0.751 3.383  -0.79
2 S 0.139 0.305 1.896  0.09
3 S -0.756 -1.275 0.293  0.10
4 C 0.607 -0.760 -0.767  -0.59
5 C 0.602 0.710 -1.304  -0.43
6 C -0.733 1.197 -1.854  -0.08
7 O -1.284 0.222 -2.764  -0.71
8 H 0.785 -1.566 3.219  0.23
9 H -0.939 -0.976 3.949  0.24
10 H 0.423 -0.194 4.241  0.24
11 H 0.580 -1.359 -1.671  0.23
12 H 1.662 -0.802 -0.419  0.24
13 H 0.925 1.447 -0.523  0.21
14 H 1.350 0.800 -2.121  0.21
15 H -0.721 2.116 -2.439  0.19
16 H -1.368 1.436 -0.930  0.16
17 H -1.333 -0.549 -2.188  0.46

Computed properties:
Highest occupied orbital energy (Eh): -0.330
SMILES: CSSCCCO
LUMO level (eV): -1.0
Molar mass (u): 138.26



Most stable: *one* (next structure +1.068 eV)